Record 1
{
  "formula": "C28H35ClN3O3PRh",
  "method": "ωB97M-V with the def2-TZVPD basis set",
  "relative_energy_kcal_mol": 0.0,
  "total_charge": 1,
  "multiplicity": 5,
  "fmax_ha_per_bohr": 0.09758,
  "e_lumo_ev": [-2.027, -4.291],
  "s2": 6.0310,
  "symbols": ["Rh", "O", "C", "C", "C", "C", "C", "C", "C", "P", "C", "C", "C", "C", "C", "C", "C", "C", "C", "C", "C", "C", "H", "H", "H", "H", "H", "H", "H", "H", "H", "H", "H", "H", "H", "H", "C", "C", "N", "C", "C", "C", "C", "N", "H", "H", "H", "H", "H", "H", "H", "H", "H", "H", "H", "H", "H", "H", "N", "C", "C", "O", "O", "H", "H", "H", "H", "H", "Cl", "C", "H", "H"],
  "coordinates": [[0.603, 1.181, -0.039], [1.325, 3.611, 0.803], [0.741, 2.670, 1.268], [-0.068, 2.528, 2.558], [0.076, 3.521, 3.520], [-0.697, 3.393, 4.662], [-1.506, 2.234, 4.812], [-1.642, 1.234, 3.866], [-0.960, 1.436, 2.682], [-1.152, 0.374, 1.280], [-1.491, -1.262, 1.983], [-2.779, -1.796, 2.063], [-2.997, -3.015, 2.722], [-1.967, -3.687, 3.368], [-0.685, -3.154, 3.304], [-0.446, -1.948, 2.626], [-2.647, 0.720, 0.325], [-3.405, 1.865, 0.588], [-4.338, 2.320, -0.335], [-4.612, 1.618, -1.506], [-4.004, 0.376, -1.655], [-3.076, -0.118, -0.730], [0.772, 4.330, 3.346], [-0.782, 4.140, 5.445], [-2.023, 2.159, 5.754], [-2.196, 0.334, 4.030], [-3.617, -1.325, 1.554], [-4.010, -3.418, 2.754], [-2.143, -4.600, 3.937], [0.187, -3.634, 3.744], [0.556, -1.541, 2.574], [-3.253, 2.376, 1.555], [-4.802, 3.281, -0.182], [-5.219, 2.035, -2.301], [-4.306, -0.257, -2.470], [-2.685, -1.120, -0.824], [1.337, -1.214, -5.692], [2.009, -1.950, -4.532], [1.334, -1.781, -3.236], [0.316, -2.819, -2.926], [-1.122, -2.399, -3.331], [1.507, -0.701, -2.401], [2.712, 0.139, -2.666], [0.660, -0.414, -1.435], [1.948, -1.297, -6.616], [1.225, -0.162, -5.415], [0.329, -1.607, -5.877], [3.044, -1.606, -4.447], [2.077, -3.027, -4.699], [0.337, -3.065, -1.850], [0.622, -3.698, -3.490], [-1.260, -1.321, -3.218], [-1.852, -2.946, -2.711], [-1.298, -2.648, -4.387], [3.564, -0.476, -2.969], [2.962, 0.750, -1.792], [2.489, 0.791, -3.511], [0.043, -1.194, -1.231], [5.502, 0.890, 2.100], [4.582, -0.236, 2.064], [3.262, 0.220, 1.435], [2.184, -0.352, 1.494], [3.398, 1.311, 0.685], [5.325, 1.528, 2.870], [4.323, 1.636, 0.878], [6.474, 0.602, 2.124], [4.298, -0.706, 3.033], [5.000, -1.057, 1.491], [1.779, 3.634, -2.110], [0.428, 2.703, -1.386], [0.027, 2.166, -2.264], [-0.319, 3.443, -1.064]]
}



Record 2
{
  "formula": "C28H35CoN7OSe5",
  "method": "ωB97M-V with the def2-TZVPD basis set",
  "relative_energy_kcal_mol": 0.0,
  "total_charge": 0,
  "multiplicity": 2,
  "fmax_ha_per_bohr": 0.04179,
  "e_lumo_ev": [-1.739, -1.736],
  "s2": 0.7615,
  "symbols": ["Co", "Se", "Se", "Se", "Se", "C", "C", "C", "C", "C", "C", "C", "N", "C", "C", "C", "C", "C", "C", "C", "N", "C", "C", "C", "C", "H", "H", "H", "H", "H", "H", "H", "H", "H", "H", "H", "H", "H", "H", "H", "H", "H", "H", "H", "H", "H", "H", "H", "H", "N", "C", "N", "C", "C", "O", "C", "C", "H", "H", "H", "H", "H", "H", "H", "H", "Se", "N", "C", "C", "C", "C", "N", "C", "N", "H", "H", "H"],
  "coordinates": [[0.231, -0.700, 1.418], [0.320, -1.035, 4.185], [2.441, -1.314, 4.919], [3.894, -0.159, 3.416], [3.128, -0.575, 1.339], [-0.686, 1.200, -5.059], [0.568, 0.372, -4.746], [1.827, 1.198, -5.060], [0.557, -0.872, -5.636], [0.601, 0.021, -3.266], [0.772, -1.278, -2.795], [0.804, -1.515, -1.434], [0.678, -0.556, -0.530], [0.545, 0.711, -0.956], [0.504, 1.021, -2.307], [0.444, 1.691, 0.128], [0.497, 3.062, -0.062], [0.456, 3.938, 1.016], [0.363, 3.357, 2.277], [0.297, 1.982, 2.402], [0.331, 1.152, 1.364], [0.505, 5.440, 0.786], [1.782, 5.792, 0.008], [0.504, 6.223, 2.100], [-0.728, 5.851, -0.034], [-0.725, 1.421, -6.126], [-0.696, 2.147, -4.521], [-1.589, 0.648, -4.789], [1.872, 1.428, -6.126], [2.724, 0.642, -4.787], [1.829, 2.137, -4.506], [0.535, -0.567, -6.682], [-0.326, -1.485, -5.445], [1.449, -1.480, -5.487], [0.870, -2.118, -3.467], [0.937, -2.519, -1.053], [0.380, 2.054, -2.600], [0.582, 3.440, -1.071], [0.344, 3.956, 3.174], [0.221, 1.526, 3.383], [2.667, 5.472, 0.558], [1.841, 6.870, -0.144], [1.798, 5.313, -0.972], [1.368, 5.966, 2.713], [-0.405, 6.035, 2.673], [0.550, 7.291, 1.887], [-0.751, 5.346, -1.000], [-0.713, 6.927, -0.213], [-1.646, 5.602, 0.501], [0.248, -2.489, 1.426], [0.357, -3.607, 1.670], [0.477, -4.883, 1.943], [1.787, -5.433, 2.298], [1.782, -6.914, 1.944], [0.712, -7.588, 2.581], [-0.537, -7.065, 2.176], [-0.658, -5.591, 2.538], [1.969, -5.311, 3.371], [2.564, -4.908, 1.743], [2.699, -7.387, 2.291], [1.703, -7.031, 0.855], [-1.301, -7.643, 2.695], [-0.662, -7.188, 1.091], [-0.644, -5.476, 3.628], [-1.585, -5.175, 2.146], [-3.745, -0.968, -1.860], [-4.904, -0.820, -0.524], [-4.195, -0.702, 0.582], [-4.735, -0.556, 1.873], [-3.853, -0.432, 2.908], [-2.468, -0.467, 2.678], [-1.897, -0.610, 1.496], [-2.741, -0.723, 0.428], [-2.317, -0.862, -0.810], [-5.805, -0.543, 2.026], [-4.215, -0.311, 3.919], [-1.784, -0.376, 3.516]]
}